Record 1
This record from the OMol25 dataset describes a structure of composition C28H26N7O9PdS. The level of theory is ωB97M-V/def2-TZVPD.

Values from the calculation:
Max |F|: 3.9 eV/A
Energy: -72624.07192 eV
Frontier orbital gap (alpha / beta): 0.1621 / 0.1621 Eh
Net charge: -1
Energy relative to the best compared isomer or geometry (same formula, charge and spin): 1.034 eV

CARTESIAN COORDINATES (ANGSTROEM)
Pd -0.209 0.564 0.212
S 1.713 -1.819 0.636
O -0.311 2.706 -6.123
O -1.750 5.436 2.946
O -3.929 0.888 -1.885
O -2.399 0.304 -0.443
O -0.949 2.544 0.287
O -5.561 6.480 0.170
O -6.091 5.153 -1.438
O -0.867 3.458 2.778
O 2.759 -0.908 0.121
N -3.163 1.191 -0.953
N -1.628 4.359 2.354
N 0.289 0.354 -2.209
N -0.930 0.676 2.544
N -0.234 4.115 -4.362
N 0.322 -1.279 0.628
N -5.406 5.446 -0.467
C -2.373 5.017 -5.208
C 0.104 0.147 3.312
C 1.956 2.391 -0.107
C -4.379 4.556 -0.082
C -0.105 -0.921 4.181
C -0.855 4.925 -2.096
C 2.166 -0.796 4.947
C 2.840 3.776 1.634
C -0.058 2.912 -4.948
C 1.395 0.694 3.204
C 2.400 0.223 4.039
C -3.502 4.926 0.935
C 2.150 0.146 -3.693
C 1.734 1.701 2.182
C -0.183 1.336 -2.972
C 1.433 -0.229 -2.567
C 2.443 2.839 2.566
C 0.253 4.483 -3.048
C -4.289 3.311 -0.706
C 0.915 -1.387 4.989
C 2.635 3.532 0.288
C 1.444 1.509 0.830
C -3.222 2.462 -0.401
C -2.129 2.956 0.405
C 0.495 1.816 -4.089
C -0.855 5.150 -5.172
C 1.680 1.194 -4.465
C -2.431 4.091 1.250
H 2.955 -1.142 5.603
H 3.392 0.643 3.938
H 1.798 -1.023 -1.931
H 0.978 5.300 -3.171
H -0.456 5.015 -1.089
H 2.208 1.541 -5.341
H -1.267 5.886 -2.392
H 0.780 3.634 -2.611
H 1.823 2.207 -1.167
H 2.984 4.233 -0.459
H 2.626 3.008 3.619
H -2.796 5.805 -5.824
H 3.302 4.698 1.956
H -0.467 5.048 -6.191
H 3.055 -0.380 -3.956
H -0.958 1.711 2.572
H -2.803 5.089 -4.215
H -2.648 4.059 -5.639
H -1.141 1.761 -2.695
H -0.556 6.121 -4.773
H -5.037 2.997 -1.415
H -1.077 -1.389 4.228
H -1.666 4.200 -2.078
H -3.640 5.850 1.474
H 0.719 -2.210 5.661
H -1.835 0.245 2.704



Record 2
This record from the OMol25 dataset describes a structure of composition C28H27As2F5IrN2S. The level of theory is ωB97M-V/def2-TZVPD.

Values from the calculation:
Max |F|: 3.8 eV/A
<S²>: 6.027
Energy: -181380.77908 eV
Frontier orbital gap (alpha / beta): 0.2510 / 0.1923 Eh
Net charge: +1
Multiplicity: 5

CARTESIAN COORDINATES (ANGSTROEM)
Ir 0.405 -0.572 0.699
As -1.752 0.510 0.956
As -2.473 -2.955 0.346
S 1.065 0.408 2.554
F 4.836 4.884 1.801
F 2.225 5.365 2.201
F 5.783 2.344 1.609
F 4.038 0.221 1.963
F 0.528 3.289 2.772
N 1.261 -2.351 1.009
N 1.205 -0.986 -1.154
C 0.847 2.393 -2.241
C 1.856 -2.143 -1.300
C 2.811 -3.771 1.804
C -2.276 -0.119 2.748
C -3.211 -0.051 -0.250
C 2.758 3.783 -1.827
C 3.599 2.670 -1.833
C 3.048 -3.718 0.407
C 1.745 -2.936 2.118
C 2.626 4.093 2.026
C 4.456 2.569 1.720
C -4.254 -3.852 0.605
C -4.172 -1.764 -1.620
C 0.959 -0.125 -2.342
C -4.689 0.478 -2.083
C -4.695 -0.846 -2.487
C 3.988 3.867 1.835
C 2.178 1.666 2.179
C -3.346 -1.367 -0.515
C 2.044 -2.794 -0.066
C 3.062 1.379 -2.013
C 1.418 3.632 -2.045
C -3.948 0.881 -0.977
C 3.530 1.498 1.932
C -1.802 -4.094 -1.275
C 1.658 1.276 -2.210
C -2.039 2.422 1.183
C 1.741 3.017 2.243
H -3.376 -0.197 2.709
H -3.084 2.650 1.549
H 3.531 -4.329 -0.295
H -1.012 -3.497 -1.744
H 4.688 2.818 -1.694
H -1.828 0.631 3.435
H -1.367 2.678 1.960
H -5.158 1.222 -2.590
H -0.142 0.037 -2.348
H 3.093 4.772 -1.497
H -4.021 1.948 -0.668
H 2.151 -2.641 -2.219
H 0.864 4.522 -1.924
H 1.190 -2.880 3.043
H -4.179 -2.813 -1.858
H -4.878 -3.416 1.364
H -4.040 -4.797 1.068
H -1.516 -5.132 -0.961
H 3.692 0.499 -2.154
H -1.780 2.841 0.221
H -4.884 -3.932 -0.285
H -1.808 -1.118 2.889
H -5.050 -1.142 -3.452
H -0.242 2.352 -2.225
H 1.341 -0.685 -3.225
H -2.503 -4.209 -2.112
H 3.308 -4.382 2.542



Record 3
This record from the OMol25 dataset describes a structure of composition C28H27AsN3O2STc. The level of theory is ωB97M-V/def2-TZVPD.

Values from the calculation:
Max |F|: 0.6 eV/A
<S²>: 1.007
Energy: -111906.10122 eV
Frontier orbital gap (alpha / beta): 0.2293 / 0.2331 Eh
Net charge: +1
Energy relative to the best compared isomer or geometry (same formula, charge and spin): 0.000 eV
Multiplicity: 2

CARTESIAN COORDINATES (ANGSTROEM)
Tc -0.138 0.414 0.637
As -1.340 -1.817 3.401
S -1.311 0.251 2.926
O 1.546 0.640 1.508
O -0.413 -1.491 0.344
N -1.958 0.680 -0.317
N 3.387 0.991 -8.706
N -0.433 2.427 0.918
C -0.578 -3.369 -1.054
C 1.789 3.673 3.533
C 1.081 0.685 -2.324
C 0.657 0.609 -1.187
C 3.564 2.163 4.065
C 3.110 1.260 3.134
C 1.571 0.762 -3.664
C -1.158 -4.018 -2.121
C 3.375 0.509 -5.244
C 2.903 3.380 4.275
C -0.964 -2.065 -0.721
C -1.977 -1.439 -1.477
C -2.598 -2.844 2.365
C -2.587 1.966 -0.032
C 0.169 3.167 1.783
C -2.570 -2.140 -2.542
C 2.516 0.887 -6.276
C 1.950 1.532 2.391
C 0.721 1.146 -4.705
C 0.386 -2.655 3.280
C 1.281 2.761 2.587
C 3.001 0.946 -7.625
C -1.469 2.990 0.055
C 1.187 1.205 -6.004
C -2.485 -0.134 -1.158
C 2.902 0.444 -3.947
C -1.910 -1.986 5.228
C -2.163 -3.407 -2.876
H 3.559 0.147 -3.142
H -1.201 -1.463 5.866
H -1.954 -3.039 5.503
H 3.279 4.084 5.003
H -2.687 -3.839 2.799
H -3.357 -1.653 -3.107
H -2.893 -1.532 5.335
H 0.202 -3.838 -0.469
H -3.563 -2.343 2.397
H 4.454 1.933 4.636
H 1.094 -2.077 3.871
H -1.826 3.947 0.438
H 0.319 -3.670 3.669
H -3.309 2.230 -0.806
H 0.531 1.499 -6.812
H 4.404 0.266 -5.466
H -2.615 -3.929 -3.708
H -0.308 1.397 -4.486
H -3.394 0.176 -1.672
H -1.029 3.137 -0.935
H -3.101 1.890 0.929
H 3.624 0.326 2.952
H 1.279 4.620 3.665
H 0.692 -2.661 2.238
H -0.159 4.201 1.886
H -0.830 -5.017 -2.377
H -2.253 -2.919 1.339



Record 4
This record from the OMol25 dataset describes a structure of composition C28H27Cl3N4O4SSc. The level of theory is ωB97M-V/def2-TZVPD.

Values from the calculation:
Max |F|: 0.6 eV/A
Energy: -112728.24610 eV
Frontier orbital gap: 0.2890 Eh
Net charge: +1
Energy relative to the best compared isomer or geometry (same formula, charge and spin): 0.097 eV

CARTESIAN COORDINATES (ANGSTROEM)
Sc -0.345 -0.099 0.848
Cl 0.555 4.224 -5.128
Cl -0.229 -0.196 -2.118
Cl -0.417 4.657 0.149
S -0.837 0.326 3.636
O -0.761 -0.557 4.759
O -1.761 -0.074 2.529
O -3.973 0.006 -0.231
O -0.564 1.697 0.040
N -0.253 -4.592 0.690
N 2.008 0.005 0.752
N 0.466 0.454 2.751
N -0.192 -2.276 0.456
C -0.182 -4.806 -0.757
C -2.897 -0.198 0.000
C -1.385 2.957 3.262
C 3.780 0.515 4.466
C 2.376 0.561 4.329
C 2.766 -0.181 -0.310
C 4.800 -0.030 0.932
C -0.175 -3.184 2.690
C -1.333 1.916 4.183
C -1.787 4.205 3.701
C 4.597 0.336 3.389
C -2.126 4.400 5.036
C 1.208 -4.572 -1.341
C 0.050 4.268 -2.476
C 0.227 3.479 -3.603
C -0.311 2.283 -1.111
C 0.148 2.101 -3.520
C 0.948 -6.517 1.725
C -0.213 3.675 -1.256
C -1.665 2.092 5.517
C -0.375 -5.793 1.527
C 1.808 0.425 3.091
C -0.209 -3.358 1.201
C -0.116 1.547 -2.284
C 4.168 -0.196 -0.268
C -2.066 3.351 5.942
C 2.636 0.201 1.955
C 4.036 0.171 2.099
H -1.182 -3.244 3.106
H 1.569 -3.561 -1.149
H -1.614 1.257 6.202
H -2.331 3.507 6.978
H 0.803 -7.390 2.361
H 1.357 -6.860 0.775
H 5.881 -0.048 1.000
H 1.185 -4.725 -2.420
H 4.208 0.632 5.453
H -0.814 -5.517 2.481
H 0.285 1.482 -4.394
H 1.751 0.712 5.200
H -1.095 -6.450 1.038
H 0.118 5.344 -2.546
H -1.838 5.028 3.001
H -0.488 -5.835 -0.940
H -1.113 2.798 2.226
H 1.928 -5.268 -0.914
H 2.259 -0.329 -1.255
H 4.721 -0.345 -1.185
H -2.439 5.380 5.371
H 0.447 -3.932 3.175
H 0.225 -2.204 2.935
H -0.198 -2.495 -0.534
H 5.673 0.313 3.502
H -0.929 -4.179 -1.252
H 1.684 -5.866 2.200



Record 5
This record from the OMol25 dataset describes a structure of composition C28H27FMoN4S2Si. The level of theory is ωB97M-V/def2-TZVPD.

Values from the calculation:
Max |F|: 2.1 eV/A
<S²>: 2.025
Energy: -69542.59169 eV
Frontier orbital gap (alpha / beta): 0.2557 / 0.2537 Eh
Net charge: +2
Energy relative to the best compared isomer or geometry (same formula, charge and spin): 0.715 eV
Multiplicity: 3

CARTESIAN COORDINATES (ANGSTROEM)
Mo 0.625 0.965 0.667
S 5.041 1.568 0.464
S 1.516 -5.345 -0.865
Si -2.492 0.727 -0.083
F 0.501 3.411 1.087
N 1.582 1.421 2.474
N -0.938 1.652 -0.221
N -2.455 -6.333 -2.839
N 0.929 -0.964 0.172
C -1.217 -5.598 -0.939
C -1.954 -0.371 1.394
C 1.993 -3.074 0.547
C 1.688 2.139 4.743
C 0.465 -2.812 -1.280
C 3.079 2.208 4.658
C 4.540 1.548 -1.169
C -3.912 1.836 0.438
C -1.328 -6.456 -3.522
C 2.513 1.387 -0.066
C -0.079 -6.153 -2.982
C -2.407 -5.924 -1.577
C 1.768 -1.766 0.872
C -1.911 4.854 -1.886
C 0.981 1.744 3.635
C -0.354 5.297 -0.110
C -0.043 -5.709 -1.673
C -1.023 3.002 -0.629
C 0.341 -1.497 -0.928
C 3.187 1.445 -1.310
C 3.700 1.931 3.455
C -1.845 3.491 -1.642
C 1.293 -3.657 -0.523
C -0.298 3.942 0.084
C 2.929 1.568 2.356
C -1.183 5.759 -1.125
C -2.790 -0.201 -1.697
C 3.410 1.433 0.995
H -2.560 5.215 -2.672
H -1.203 -5.281 0.095
H 2.698 1.423 -2.274
H -3.800 0.005 -2.055
H -2.428 2.799 -2.240
H 2.680 -3.673 1.129
H -3.352 -5.865 -1.050
H -4.268 1.566 1.434
H -2.725 -0.396 2.163
H 2.249 -1.320 1.735
H -1.061 0.066 1.877
H -3.630 2.890 0.458
H 0.823 -6.254 -3.570
H 3.664 2.495 5.521
H -4.761 1.744 -0.240
H -1.740 -1.406 1.125
H -2.108 0.113 -2.491
H -0.059 -3.187 -2.147
H -1.257 6.819 -1.320
H -0.233 -0.812 -1.538
H 5.281 1.629 -1.950
H -2.705 -1.284 -1.584
H 4.771 2.026 3.336
H -1.421 -6.805 -4.544
H 1.169 2.395 5.655
H -0.100 1.671 3.655
H 0.223 5.961 0.519



Record 6
This record from the OMol25 dataset describes a cluster of 5 separate species, C28H27NO5 in total. The level of theory is ωB97M-V/def2-TZVPD.

Values from the calculation:
Max |F|: 1.0 eV/A
SMILES string: N#CO[C@]1(O)COC(=O)O1.c1ccccc1.c1ccccc1.c1ccccc1.c1ccccc1
Energy: -41200.25747 eV
Frontier orbital gap: 0.3455 Eh
Net charge: 0
Energy relative to the best compared isomer or geometry (same formula, charge and spin): 2.271 eV

CARTESIAN COORDINATES (ANGSTROEM)
O -4.709 0.641 1.410
O -1.837 -0.970 0.563
O -5.713 -0.784 2.866
O -3.678 -2.054 -0.161
O -3.676 -1.231 1.964
N -0.756 0.333 2.336
C 3.514 -2.995 -3.134
C 2.984 -3.400 -4.352
C 1.102 -5.425 -1.458
C -1.105 4.406 6.194
C 3.681 -3.157 -5.527
C 4.910 -2.513 -5.486
C 0.094 4.529 6.881
C -0.146 2.670 4.829
C -3.966 0.284 0.238
C -1.288 -0.320 1.552
C -1.930 5.055 -1.258
C -0.567 2.991 -2.525
C -1.536 3.937 -0.535
C -1.645 5.139 -2.614
C -3.270 -1.017 0.635
C 4.742 -2.349 -3.093
C -0.965 4.107 -3.248
C -0.063 -4.722 -1.731
C -0.854 2.908 -1.169
C -1.225 3.476 5.170
C 5.441 -2.110 -4.268
C 0.520 -3.102 -0.052
C 1.976 -4.965 -0.483
C -0.354 -3.560 -1.028
C 1.172 3.721 6.546
C 1.052 2.794 5.520
C 1.688 -3.803 0.219
C -4.823 -0.480 2.158
H -0.745 4.174 -4.305
H -2.162 3.377 4.636
H -3.267 1.079 -0.014
H 3.266 -3.469 -6.477
H -4.674 0.108 -0.569
H -0.541 2.038 -0.603
H -0.033 2.188 -3.017
H 2.374 -3.440 0.973
H 5.454 -2.325 -6.402
H -0.240 1.949 4.028
H -1.261 -3.009 -1.246
H 0.189 5.255 7.679
H 1.332 -6.327 -2.009
H -3.349 -2.872 0.244
H 1.893 2.165 5.257
H -1.953 6.010 -3.178
H -2.456 5.861 -0.764
H -1.947 5.034 6.456
H -0.743 -5.076 -2.496
H 5.154 -2.032 -2.144
H 0.304 -2.195 0.492
H 6.401 -1.610 -4.235
H 2.027 -3.906 -4.381
H -1.756 3.870 0.523
H 2.967 -3.183 -2.220
H 2.888 -5.511 -0.274
H 2.106 3.814 7.086



Record 7
This record from the OMol25 dataset describes a structure of composition C28H28As2Cl2MgN2O4. The level of theory is ωB97M-V/def2-TZVPD.

Values from the calculation:
Max |F|: 0.5 eV/A
Energy: -192829.90256 eV
Frontier orbital gap: 0.3061 Eh
Net charge: 0

CARTESIAN COORDINATES (ANGSTROEM)
As -0.842 -1.469 -0.557
As -3.162 0.784 -1.542
Cl 2.717 -0.268 5.910
Cl 5.596 1.370 -1.358
Mg -0.291 1.320 -0.667
O 3.378 5.275 -2.563
O 5.301 4.241 -2.197
O -0.346 2.846 -1.975
O 0.873 4.666 -2.452
N 2.996 0.892 -1.181
N 1.778 1.426 -1.394
C 3.619 -3.168 -0.404
C 1.371 0.670 2.267
C -2.933 -2.413 1.230
C 3.353 2.982 -1.842
C -0.304 1.308 3.821
C -3.506 -0.349 -3.107
C 3.962 1.798 -1.455
C -3.578 -0.520 -0.131
C 3.177 -0.494 -0.894
C 1.979 2.674 -1.798
C 4.113 -2.215 0.476
C -4.812 1.826 -1.616
C 4.095 4.228 -2.217
C 2.681 -1.435 -1.783
C 0.176 -2.244 0.912
C -4.157 -2.383 1.882
C -0.773 1.690 1.363
C -5.083 -1.407 1.547
C -0.939 -3.003 -1.769
C 0.729 3.493 -2.109
C -4.794 -0.490 0.546
C 2.181 0.215 3.301
C 1.724 0.311 4.601
C 3.888 -0.868 0.236
C -2.626 -1.485 0.240
C 2.900 -2.781 -1.526
C 0.482 0.860 4.871
C 0.109 1.222 2.487
H -2.601 -0.888 -3.381
H -6.034 -1.358 2.062
H -3.778 0.295 -3.942
H 3.151 -0.218 3.101
H -1.798 1.344 1.554
H 3.796 -4.219 -0.214
H 0.031 -3.148 -2.243
H 1.232 -2.029 0.774
H -4.313 -1.053 -2.913
H 1.737 0.585 1.250
H -4.764 2.440 -2.514
H -0.155 -1.778 1.837
H 2.143 -1.107 -2.663
H -5.536 0.259 0.307
H -1.209 -3.900 -1.214
H -4.879 2.485 -0.753
H 2.387 5.117 -2.487
H 4.671 -2.518 1.352
H -2.207 -3.166 1.510
H -4.377 -3.108 2.654
H -1.688 -2.823 -2.537
H 4.274 -0.106 0.901
H 0.138 0.935 5.894
H -0.850 2.786 1.396
H -5.691 1.186 -1.673
H -1.275 1.736 4.040
H 0.035 -3.324 0.958
H 2.527 -3.529 -2.213